Entry from OMol25: a molecular structure, C32H41IrN12O2Se at a distorted geometry (ωB97M-V with the def2-TZVPD basis set).

Summary:
max |F|: 2.4 eV Å⁻¹
net charge: -2
molecular weight: 896.94 g/mol
multiplicity: 5
energy relative to the best compared isomer or geometry (same formula, charge and spin): 87.2 kJ/mol
HOMO energy (spin up / spin down): -2.931 / -2.849 eV
orbital gap (spin up / spin down): 6.752 / 6.134 eV
<S²>: 6.0123

Structure (XYZ):
```
89
C32H41IrN12O2Se | OMol25 | ωB97M-V with the def2-TZVPD basis set
C -1.37 6.18 1.01
H -6.32 -1.99 -1.30
N 6.85 -0.38 -3.74
N 3.26 -1.40 4.43
N 3.78 -0.07 2.47
C -2.22 -3.79 -0.71
N 4.84 0.67 2.16
C -1.93 5.17 0.00
C -5.23 -1.90 -1.27
H 0.56 -4.15 -2.95
C -2.10 5.85 -1.37
N -0.11 -2.05 4.30
C -0.95 4.01 -0.12
N 3.89 -1.31 -0.27
C 0.98 1.92 -0.38
N 1.41 -1.46 2.91
C -5.16 -2.79 1.08
O 1.80 0.96 -0.55
H -0.41 6.57 0.69
C -5.06 -4.34 -0.84
H -4.98 -0.90 -0.93
C -1.17 -1.43 0.19
N 4.95 -1.11 -2.43
N 0.11 -1.74 3.08
C 1.32 3.28 -0.69
H 4.32 3.03 -2.40
C -0.67 -6.10 -1.44
C 3.02 5.10 -1.28
N 1.02 -1.98 5.01
Se -0.52 0.08 1.22
H 4.65 3.49 0.08
C 4.45 -1.12 -1.29
H -2.06 7.02 1.13
C 3.27 2.81 -2.21
H 2.46 5.44 -2.15
H -3.23 4.28 1.48
C -0.85 -3.67 -0.65
H -3.72 3.97 -0.19
N 5.70 0.61 3.10
H 1.69 -3.62 -1.70
H -2.20 2.45 0.71
H -4.68 -5.13 -0.19
H 3.51 -1.49 5.40
H -4.95 -1.79 1.45
H 1.38 -4.34 0.68
H 1.73 -5.29 -2.27
H 4.08 5.23 -1.49
H -3.16 -0.79 0.50
H -6.24 -2.95 1.10
C -3.30 4.71 0.48
C 0.81 -5.20 0.34
C -4.62 -2.96 -0.35
C -3.10 -2.79 -0.33
H 0.10 -5.48 1.12
H -4.85 -2.02 -2.28
H 2.76 5.71 -0.42
H 3.24 3.75 1.11
H 1.49 -6.04 0.17
H -1.24 5.70 1.98
C 2.78 3.61 -1.00
H 3.56 2.16 0.42
H -4.71 -4.53 -1.86
C 5.97 -0.68 -3.05
Ir 2.21 -0.68 0.91
N 5.26 -0.17 4.09
H -3.99 5.56 0.53
H -1.36 -6.48 -0.69
C -0.26 -2.45 -0.19
C 0.35 4.25 -0.58
C 4.07 -0.58 3.69
C 1.94 -1.60 4.13
H 0.06 -6.88 -1.64
H -4.68 -3.50 1.75
C 0.07 -4.85 -0.96
O 1.00 -2.30 -0.12
C -2.54 -1.61 0.14
C 3.61 3.22 0.23
C 1.08 -4.45 -2.04
H 0.62 5.27 -0.82
C -1.25 2.71 0.28
H -2.50 5.14 -2.09
C -0.32 1.70 0.15
H -1.15 6.21 -1.75
H 2.69 3.08 -3.10
H -2.63 -4.73 -1.05
H 3.16 1.75 -2.03
H -1.22 -5.90 -2.36
H -2.78 6.69 -1.30
H -6.14 -4.40 -0.84
```